1.
Below is a cluster of 2 separate species, C11H18O in total at a distorted geometry, with properties calculated with wB97M-V/def2-TZVPD.

## Properties
Charge: 0
LUMO, eV: 0.9
Structure (SMILES): Cc1ccc(O)cc1.CC(C)C
Calculated total energy, Eh: -505.1431

```
30
Properties=species:S:1:pos:R:3:forces:R:3
O 2.185 -3.034 1.474 -0.21 -0.11 0.08
C 2.259 -1.434 -0.233 0.44 0.27 1.19
C -1.770 0.318 -1.988 -0.11 0.41 -1.87
C 1.764 0.602 1.539 -0.14 -0.17 0.32
C 1.681 2.342 -0.184 -1.35 0.80 -0.35
C 1.897 0.912 0.185 0.61 0.43 1.09
C 1.859 -0.684 2.036 -1.06 -0.41 -0.92
C -1.114 -0.475 0.292 -1.39 1.42 -0.36
C 2.248 -0.112 -0.669 -0.46 -1.01 0.68
C -3.570 -0.090 -0.253 -0.33 0.12 0.67
C 1.991 -1.712 1.104 1.09 -0.29 -0.05
C -2.144 0.367 -0.502 0.36 -0.32 -0.58
H -1.427 1.287 -2.368 0.01 0.10 0.29
H 1.619 -0.916 3.061 0.31 0.05 0.26
H -0.984 -0.351 -2.336 0.33 -0.38 0.79
H -1.216 -0.220 1.347 0.24 -0.23 0.07
H -1.984 1.414 -0.251 -0.29 0.08 0.53
H -2.553 0.066 -2.720 -0.44 0.05 0.64
H 1.428 -3.415 1.931 -0.02 0.29 0.07
H 2.012 2.638 -1.178 0.30 -0.10 0.10
H -0.187 -0.108 -0.120 0.51 -0.71 0.40
H 2.666 -2.273 -0.779 -0.38 0.13 -0.55
H -4.372 0.622 -0.457 0.28 0.19 -0.63
H 1.969 3.076 0.569 0.85 -0.28 -0.01
H -3.742 -0.997 -0.837 -0.20 -0.08 0.23
H 2.440 0.019 -1.684 0.34 0.69 -1.56
H -1.333 -1.520 0.126 0.37 -0.37 -0.07
H 0.599 2.572 -0.168 0.03 -0.45 -0.36
H 1.523 1.380 2.248 0.06 0.30 0.01
H -3.742 -0.274 0.815 0.27 -0.40 -0.10
```
Positions in Å, forces in eV/Å.

Want to see where the charge sits? The Löwdin charges in e are:
1 O 0.02
2 C -0.01
3 C -0.10
4 C -0.07
5 C -0.05
6 C -0.31
7 C -0.01
8 C -0.07
9 C -0.05
10 C -0.09
11 C -0.32
12 C -0.47
13 H 0.07
14 H 0.12
15 H 0.07
16 H 0.08
17 H 0.12
18 H 0.07
19 H 0.10
20 H 0.08
21 H 0.04
22 H 0.12
23 H 0.07
24 H 0.08
25 H 0.08
26 H 0.10
27 H 0.09
28 H 0.08
29 H 0.11
30 H 0.07

***

2.
Below is a cluster of 2 separate species, C11H18O in total at a distorted geometry, with properties calculated with wB97M-V/def2-TZVPD.

## Properties
Charge: 0
LUMO, eV: 0.8
Structure (SMILES): CCc1ccc(O)cc1.CCC
Calculated total energy, Eh: -505.0503

```
30
Properties=species:S:1:pos:R:3:forces:R:3
O -3.284 -2.595 -1.053 -0.91 -2.22 0.93
C 1.762 0.307 1.703 -1.25 0.16 -4.80
C 0.627 3.071 -0.176 1.63 -0.12 -1.97
C -0.036 -1.272 -0.785 -0.72 -0.53 1.88
C 0.134 -1.246 0.662 -1.98 -0.54 -2.23
C 2.069 3.068 -0.573 0.51 2.03 -3.09
C 2.519 4.354 -1.514 -0.63 -1.54 1.49
C 1.471 -1.078 1.192 4.42 -1.83 -0.27
C -0.990 -1.394 1.481 -0.07 -0.60 0.45
C -2.315 -1.646 0.986 1.48 2.22 -0.21
C -1.241 -1.723 -1.313 1.39 0.38 1.46
C -2.306 -1.879 -0.394 0.32 -0.58 -1.52
H 0.573 2.214 0.424 -1.31 -0.96 1.03
H 0.842 0.561 2.152 -1.36 1.50 -0.17
H 1.842 4.502 -2.372 0.26 -0.22 0.31
H -1.266 -2.138 -2.350 -0.49 0.82 1.04
H 0.796 -1.087 -1.432 0.54 -0.02 -0.13
H -3.176 -1.226 1.597 0.79 -1.78 -0.84
H 2.350 0.348 2.506 3.37 0.06 2.59
H 3.496 3.955 -1.866 -0.33 1.34 0.08
H 0.126 3.013 -1.138 -0.83 -0.16 0.34
H -2.910 -3.516 -0.886 -1.43 1.47 -0.64
H 2.128 0.845 0.733 -0.85 0.01 2.49
H 2.748 3.111 0.215 0.99 -0.02 1.73
H 0.482 3.993 0.286 -1.01 1.32 1.13
H 2.495 5.324 -0.896 0.55 -1.55 -0.94
H 2.300 2.148 -1.114 0.07 0.07 -0.24
H 2.287 -1.378 0.379 -1.75 0.70 1.31
H -0.807 -1.517 2.580 -0.31 0.69 -0.96
H 1.807 -1.770 1.994 -1.06 -0.09 -0.27
```
Positions in Å, forces in eV/Å.

Want to see where the charge sits? The Löwdin charges in e are:
1 O -0.03
2 C -0.08
3 C -0.11
4 C -0.01
5 C -0.26
6 C -0.33
7 C -0.09
8 C -0.27
9 C -0.04
10 C 0.00
11 C -0.03
12 C -0.35
13 H 0.02
14 H 0.06
15 H 0.05
16 H 0.14
17 H 0.10
18 H 0.14
19 H 0.03
20 H 0.06
21 H 0.08
22 H 0.14
23 H 0.10
24 H 0.06
25 H 0.06
26 H 0.08
27 H 0.09
28 H 0.15
29 H 0.13
30 H 0.12

***

3.
Below is a cluster of 2 separate species, C11H18O2S in total at a distorted geometry, with properties calculated with wB97M-V/def2-TZVPD.

## Properties
Charge: 0
LUMO (spin up / spin down), eV: -1.8 / -1.8
Structure (SMILES): CC[C@@]12CC[C@@H](CC1=O)C2(C)C.O=S
Calculated total energy, Eh: -978.4760

```
32
Properties=species:S:1:pos:R:3:forces:R:3
S 4.684 -1.260 2.656 -0.55 0.59 -0.18
O 3.708 -0.179 2.321 0.87 -0.75 0.38
O -1.013 -2.038 1.383 0.06 0.25 0.00
C 0.234 1.002 0.118 -0.85 -0.12 1.97
C -1.257 1.417 0.425 0.30 0.50 1.97
C 0.201 -2.831 -1.053 -1.76 0.45 -3.16
C -1.977 1.171 -0.889 0.60 0.16 -1.22
C -0.201 -0.409 -0.272 2.04 -1.92 -2.88
C 0.820 -1.495 -0.752 1.88 1.94 -0.96
C -1.762 0.315 1.395 -1.68 -0.51 0.34
C 0.795 1.981 -0.839 1.44 0.22 -1.19
C -1.210 -0.110 -1.433 -3.22 -1.15 2.15
C 1.270 0.959 1.278 -3.32 -2.76 1.15
C -0.977 -0.933 0.910 -1.06 1.56 0.51
H 1.418 2.611 -0.189 0.99 -0.44 -0.83
H 1.288 -1.063 -1.755 -0.74 -0.89 1.93
H -1.965 -0.966 -1.416 0.93 1.00 -0.51
H -1.320 2.428 0.903 -0.16 -0.66 -0.66
H -2.916 0.086 1.321 2.15 0.50 0.07
H 1.385 1.934 1.697 0.29 0.49 0.54
H 0.786 0.206 2.044 1.25 1.60 -0.76
H 1.705 -1.649 -0.053 -1.11 0.43 -0.56
H 1.298 1.405 -1.667 0.03 1.29 0.65
H -0.761 -2.642 -1.732 2.07 -0.54 1.08
H -1.572 0.535 2.463 0.04 -0.18 -0.53
H 2.194 0.482 1.008 0.22 0.29 -0.47
H 0.186 2.803 -1.185 -1.03 -0.48 -0.79
H -3.047 0.992 -0.658 0.57 0.28 -0.69
H -0.217 -3.323 -0.211 0.29 -0.63 0.70
H -0.903 0.043 -2.458 0.83 -0.18 0.08
H -1.793 1.944 -1.690 -0.71 -0.37 1.19
H 0.918 -3.416 -1.672 -0.65 0.01 0.67
```
Positions in Å, forces in eV/Å.

Want to see where the charge sits? The Löwdin charges in e are:
1 S 0.74
2 O -0.71
3 O 0.11
4 C -0.46
5 C -0.26
6 C -0.12
7 C -0.13
8 C -0.36
9 C -0.19
10 C -0.05
11 C -0.04
12 C -0.09
13 C -0.02
14 C -0.35
15 H 0.08
16 H 0.14
17 H 0.13
18 H 0.16
19 H 0.16
20 H 0.08
21 H 0.13
22 H 0.12
23 H 0.12
24 H 0.11
25 H 0.12
26 H 0.04
27 H 0.08
28 H 0.11
29 H 0.04
30 H 0.12
31 H 0.12
32 H 0.08

***

4.
Below is a structure of composition C11H19AsF6K3N5O6 at a distorted geometry, with properties calculated with wB97M-V/def2-TZVPD.

## Properties
Charge: +2
LUMO, eV: -6.4
Calculated total energy, Eh: -5789.8555

```
51
Properties=species:S:1:pos:R:3:forces:R:3
As -1.636 0.891 0.650 2.05 -0.68 0.26
K -4.307 2.078 5.890 0.31 -0.20 0.05
K -2.103 6.711 1.290 0.29 -0.12 -0.24
K -7.290 0.006 -0.549 0.21 -0.14 -0.21
F -2.361 2.562 0.546 0.33 -1.47 0.05
F -0.928 -0.748 0.701 -0.62 1.62 0.26
F -2.469 0.682 2.218 0.21 0.20 -0.91
F -0.203 1.536 1.575 -1.85 -0.48 -0.97
F -0.725 1.217 -0.848 -1.37 -0.23 1.11
F -3.033 0.083 -0.154 0.74 1.44 0.40
O 0.894 5.348 -2.283 -0.37 -1.52 -1.23
O 5.199 1.456 0.940 -0.28 0.39 -0.47
O 2.225 2.618 7.064 -1.53 -0.79 -1.87
O 0.604 1.799 5.730 1.31 1.36 1.43
O 1.808 6.307 -3.917 0.13 0.26 -1.23
O 5.597 -0.584 0.446 -0.02 0.06 -0.41
N 1.321 5.312 -3.449 0.80 1.51 1.70
N 1.789 1.967 6.107 -1.47 -0.54 0.85
N -3.561 0.048 -5.056 -1.25 0.13 -0.96
N 1.422 -5.834 2.582 1.19 0.74 -2.77
N 5.017 0.468 0.257 0.33 -1.28 1.11
C 1.577 -4.895 3.565 -1.36 -1.03 1.50
C 2.715 1.184 5.323 1.90 0.48 -0.57
C -5.392 0.462 -6.261 -1.08 0.96 -0.39
C -3.828 -1.045 -5.843 -0.95 -0.24 -0.99
C -4.991 -0.826 -6.633 2.47 -0.39 1.70
C 1.232 -5.551 4.753 0.11 -1.34 -1.66
C 1.449 4.053 -4.231 -1.66 -0.78 0.26
C -4.548 1.007 -5.343 0.86 -0.64 0.80
C 1.175 -7.104 2.974 -0.59 1.19 4.01
C 1.018 -6.933 4.379 -0.05 0.00 -0.40
C 3.942 0.462 -0.777 0.37 1.13 0.34
H 0.500 3.528 -4.111 0.14 -0.23 0.60
H -5.388 -1.513 -7.366 -0.04 0.17 0.15
H 3.135 1.890 4.608 -0.16 -0.02 -0.34
H 1.762 -3.842 3.412 0.04 -0.25 -0.43
H 0.746 -7.683 5.107 0.07 -0.18 -0.21
H -6.242 1.019 -6.628 -0.03 -0.12 -0.16
H 3.144 -0.188 -0.422 0.20 0.01 -0.16
H 1.460 4.194 -5.311 0.89 0.66 0.32
H 1.103 -7.983 2.350 0.03 0.39 -0.10
H -3.169 -1.900 -5.849 -0.03 0.08 0.11
H 3.655 1.514 -0.760 -0.43 -0.25 -0.53
H -4.619 1.976 -4.870 0.30 -0.15 0.03
H -2.783 0.097 -4.414 -0.27 0.20 -0.18
H 3.576 0.984 5.961 -0.28 -0.63 -0.01
H 2.257 3.480 -3.776 -0.02 0.14 -0.34
H 1.572 -5.653 1.600 0.17 0.33 0.22
H 1.057 -5.171 5.749 0.37 0.16 -0.16
H 2.230 0.366 4.790 0.11 0.15 0.48
H 4.396 0.147 -1.717 -0.23 -0.06 0.16
```
Positions in Å, forces in eV/Å.

Want to see where the charge sits? The Löwdin charges in e are:
1 As 0.91
2 K 0.98
3 K 0.97
4 K 0.97
5 F -0.34
6 F -0.28
7 F -0.32
8 F -0.31
9 F -0.29
10 F -0.32
11 O 0.01
12 O 0.05
13 O 0.07
14 O 0.00
15 O 0.08
16 O 0.06
17 N -0.44
18 N -0.43
19 N 0.01
20 N -0.05
21 N -0.46
22 C -0.13
23 C 0.03
24 C -0.16
25 C -0.13
26 C -0.08
27 C -0.11
28 C 0.05
29 C -0.15
30 C -0.11
31 C -0.11
32 C 0.05
33 H 0.09
34 H 0.09
35 H 0.11
36 H 0.10
37 H 0.08
38 H 0.09
39 H 0.10
40 H 0.10
41 H 0.11
42 H 0.10
43 H 0.09
44 H 0.09
45 H 0.14
46 H 0.11
47 H 0.11
48 H 0.15
49 H 0.08
50 H 0.11
51 H 0.10